C3H2N4 | the ωB97M-V functional and the def2-TZVPD basis

The electronic energy comes out at -334.2917 Eh. As for the gap between HOMO and LUMO (spin up / spin down): 6.830 / 6.897 eV. Its lowest unoccupied orbital energy (spin up / spin down) is 0.8101 / -4.2626 eV. The value obtained for the energy relative to the best compared isomer or geometry (same formula, charge and spin) is 0.0 kcal/mol.

```
! RIJCOSX wB97M-V def2-TZVPD def2/J DEFGRID3
* xyz 0 3
C 1.22334 -3.36236 0.53531
C 0.76006 -0.05709 0.01191
C -0.59960 -0.56559 0.00238
N 1.48170 -4.42177 0.86485
N 1.54750 -1.02727 0.22955
N -0.59674 -1.80140 0.31254
N 0.75332 -2.09604 0.33702
H 1.26643 0.87005 -0.11595
H -1.45794 -0.03572 -0.14855
*
```

***

C12H26O9S3 | the ωB97M-V functional and the def2-TZVPD basis

The electronic energy comes out at -2344.3863 Eh. As for the gap between HOMO and LUMO: 9.072 eV. Its lowest unoccupied orbital energy is 0.2516 eV. The value obtained for the energy relative to the best compared isomer or geometry (same formula, charge and spin) is 33.0 kcal/mol.

```
! RIJCOSX wB97M-V def2-TZVPD def2/J DEFGRID3
* xyz 0 1
C -0.64813 -1.93755 -1.91278
C -1.90141 -1.43081 -1.13519
O -2.01981 -0.10242 -1.55917
C -1.44909 0.05147 -2.73916
O -1.69212 1.05499 -3.44799
O -0.59306 -0.99930 -2.89926
H -0.90602 -2.91922 -2.31017
H 0.26201 -2.02559 -1.31949
H -1.81756 -1.40361 -0.04876
H -2.74101 -2.01921 -1.50527
C 2.52632 4.70478 -3.71782
C 3.42364 5.57373 -2.83919
O 4.48991 4.83274 -2.57342
C 4.36142 3.59868 -3.07672
O 5.20593 2.72131 -2.88832
O 3.29337 3.49772 -3.74631
H 2.39776 5.18394 -4.68837
H 1.59655 4.32280 -3.29625
H 2.83720 5.77106 -1.94184
H 3.76787 6.51511 -3.26743
C 3.92626 1.25622 2.67739
S 2.56877 1.48762 1.45427
O 1.49159 0.45193 1.86815
C 1.99431 3.16622 1.97592
H 4.90634 1.62522 2.37508
H 4.12827 0.19858 2.84675
H 3.74297 1.54177 3.71323
H 2.75388 3.94772 1.95567
H 1.67132 3.07040 3.01254
H 1.12130 3.33048 1.34427
C -7.95801 1.63540 -0.58368
S -8.52842 -0.06065 -0.21422
O -9.86373 -0.30195 -0.90317
C -7.35299 -1.06243 -1.00076
H -6.88387 1.74530 -0.43453
H -8.40125 2.35010 0.10974
H -8.20684 2.04373 -1.56320
H -6.60981 -1.29504 -0.23809
H -6.85502 -0.64043 -1.87371
H -7.85312 -1.97520 -1.32454
C 2.91934 -6.71583 4.41981
S 3.27486 -4.97136 4.32037
O 4.77255 -4.86826 4.26963
C 2.63314 -4.91977 2.62830
H 3.32874 -7.02858 5.38037
H 3.35907 -7.24088 3.57183
H 1.88849 -7.04772 4.29614
H 1.54522 -4.98376 2.64955
H 3.08268 -5.71296 2.03092
H 3.01008 -4.01627 2.14904
*
```

***

C41H46Cl5NO2SiTa | the ωB97M-V functional and the def2-TZVPD basis

The electronic energy comes out at -4442.3983 Eh. As for the gap between HOMO and LUMO: 5.833 eV. Its lowest unoccupied orbital energy is -4.4931 eV. The value obtained for the energy relative to the best compared isomer or geometry (same formula, charge and spin) is 0.0 kcal/mol.

```
! RIJCOSX wB97M-V def2-TZVPD def2/J DEFGRID3
* xyz 1 1
Ta 0.21819 0.96017 0.52304
Cl 1.38851 -2.48759 -0.68977
C 2.53738 -1.22422 -0.47443
C 2.11090 0.03134 -0.05103
C 3.08385 1.00706 0.06092
Cl 2.42888 2.58341 0.50821
C 4.43115 0.83435 -0.17269
Cl 5.53869 2.12162 0.01726
C 4.83008 -0.44570 -0.57149
Cl 6.48072 -0.74251 -0.88131
C 3.88783 -1.47388 -0.72565
Cl 4.40597 -3.02659 -1.22212
C 1.05164 1.50731 5.60040
C 1.01447 1.67154 4.06760
C 2.47193 1.43786 3.59818
C 0.62955 3.13601 3.77922
Si -0.23056 0.50800 3.16386
C -2.07518 0.99504 3.45383
C -3.05348 -0.14023 3.10816
C -2.28511 1.33672 4.94346
C -2.52390 2.21368 2.63276
C 0.09932 -1.35711 3.47448
C 1.59400 -1.70330 3.41734
C -0.62063 -2.26612 2.46688
C -0.40461 -1.73574 4.88226
H 1.80024 2.20217 5.99674
H 1.36411 0.50576 5.89943
H 0.10730 1.73581 6.09049
H 3.03119 2.37612 3.65416
H 2.57434 1.05507 2.58168
H 2.98260 0.72375 4.24149
H 1.39914 3.79872 4.18849
H -0.31604 3.41147 4.24897
H 0.53919 3.37833 2.71628
H -2.96961 -0.99419 3.78010
H -2.94374 -0.50186 2.08445
H -4.07177 0.24831 3.20905
H -1.92127 0.56392 5.62305
H -3.35964 1.44640 5.12130
H -1.81860 2.28216 5.22103
H -2.62280 1.97441 1.57194
H -1.86742 3.07942 2.71612
H -3.51545 2.51754 2.98461
H 2.06213 -1.42465 2.46765
H 1.70682 -2.78602 3.52714
H 2.16069 -1.23793 4.22220
H -0.36863 -2.04266 1.42898
H -1.70580 -2.22185 2.55980
H -0.31558 -3.30107 2.65206
H 0.11025 -1.19339 5.67636
H -0.21683 -2.80271 5.04451
H -1.47504 -1.57778 5.00675
C -1.35173 -0.12675 -0.18194
C -2.46912 -0.47485 -0.54522
C -3.76850 -0.87082 -0.94674
C -4.01387 -2.21582 -1.24909
C -5.27967 -2.60199 -1.64798
C -6.29388 -1.65634 -1.74219
C -6.05414 -0.32189 -1.43540
C -4.79300 0.07809 -1.03582
H -3.21026 -2.93576 -1.17123
H -5.47937 -3.63750 -1.88711
H -7.28239 -1.96326 -2.05816
H -6.85315 0.40295 -1.51068
H -4.58815 1.11258 -0.79281
C -0.45014 7.70694 3.61480
C 0.26386 7.07146 2.45281
C 1.49393 6.45952 2.65649
C 2.18502 5.87125 1.60608
C 1.64261 5.89845 0.33288
C 0.40014 6.49390 0.12391
N -0.14363 6.50585 -1.19471
C -0.07985 5.41945 -2.04311
C 0.22959 5.59880 -3.39782
C 0.30345 4.52749 -4.26091
C 0.10223 3.22356 -3.80563
C -0.21046 3.03079 -2.47795
C -0.32951 4.10942 -1.59421
C -0.90477 3.88683 -0.25956
O -1.63387 4.56697 0.37462
O -0.53251 2.63806 0.30672
C -0.30839 7.07806 1.17087
C -1.65768 7.68666 0.92273
H 0.18044 7.70658 4.50249
H -1.37057 7.17110 3.85886
H -0.72897 8.73991 3.40178
H 1.92427 6.46092 3.65106
H 3.16082 5.42969 1.77556
H 2.18812 5.50265 -0.51558
H -0.23023 7.40585 -1.63630
H 0.43328 6.60110 -3.75498
H 0.54024 4.70486 -5.30212
H 0.16907 2.38244 -4.48059
H -0.43051 2.02745 -2.12893
H -2.17302 7.15769 0.12310
H -1.58264 8.73941 0.63371
H -2.28225 7.64606 1.81296
*
```